(1)
C17H24N4O6W | the ωB97M-V functional and the def2-TZVPD basis

Structure (XYZ):
```
52
C17H24N4O6W (the ωB97M-V functional and the def2-TZVPD basis)
W -0.217 -0.346 -0.189
O -3.544 -1.492 -1.903
C -2.473 -1.689 -1.449
O -1.407 -0.815 -1.686
C -2.041 -2.934 -0.681
C -0.660 -3.359 -1.212
C -0.346 -4.805 -0.922
C -0.198 -4.797 0.613
C -0.317 -3.328 0.960
O 0.226 -2.620 -0.257
C -1.741 -2.777 0.877
C -1.614 -1.307 1.241
O -2.295 -0.428 0.665
O -0.501 -0.874 1.793
H -2.801 -3.693 -0.848
H -0.439 -3.020 -2.218
H 0.577 -5.106 -1.412
H -1.145 -5.452 -1.279
H 0.768 -5.185 0.927
H -0.968 -5.372 1.125
H 0.238 -3.009 1.831
H -2.476 -3.287 1.500
N 0.824 0.312 -2.057
C 1.853 1.396 -2.027
C 3.094 0.944 -1.286
C 2.887 0.781 0.205
N 1.893 -0.306 0.515
H 1.225 -0.495 -2.534
H 0.045 0.582 -2.656
H 1.405 2.264 -1.544
H 2.092 1.675 -3.053
H 3.883 1.681 -1.439
H 3.475 0.012 -1.720
H 2.521 1.704 0.655
H 3.821 0.525 0.701
H 1.799 -0.377 1.530
H 2.297 -1.204 0.245
N 0.042 5.400 3.082
C 0.496 4.300 2.462
O 1.554 3.751 2.708
C -0.367 3.696 1.373
C -1.310 4.339 0.590
C -1.932 3.639 -0.440
C -1.584 2.329 -0.670
N -0.647 1.707 0.084
C -0.083 2.375 1.097
H 0.614 5.808 3.805
H -0.884 5.763 2.948
H -1.557 5.381 0.753
H -2.677 4.106 -1.069
H -2.050 1.741 -1.450
H 0.642 1.864 1.714
```

Output
Molar mass in g/mol: 564.241
Expectation value of S²: 2.011
Multiplicity: 3
Energy above the lowest of the compared OMol25 structures with the same formula, charge and spin in kJ/mol: 0.0
Charge: +2



(2)
C17H24N8O4PdSe | the ωB97M-V functional and the def2-TZVPD basis

Structure (XYZ):
```
55
C17H24N8O4PdSe (the ωB97M-V functional and the def2-TZVPD basis)
Pd -0.066 0.236 0.791
O -3.425 -2.180 -1.239
C -2.545 -1.545 -0.650
O -1.370 -1.937 -0.380
C -2.892 -0.031 -0.284
O -4.016 0.389 -0.523
O -1.949 0.728 0.181
C -0.130 -2.510 2.726
N -0.819 -1.326 3.202
C -1.388 -1.194 4.449
C -1.712 0.106 4.593
N -1.332 0.740 3.432
C -1.320 2.174 3.250
C -0.740 -0.130 2.600
Se 2.083 0.372 4.582
H -0.616 -3.389 3.150
H 0.911 -2.457 3.052
H -0.218 -2.546 1.642
H -1.471 -2.022 5.128
H -2.128 0.640 5.427
H -2.292 2.586 3.522
H -1.130 2.382 2.201
H -0.524 2.593 3.870
N 5.986 -0.431 1.631
C 4.584 -0.302 1.591
C 3.821 -1.343 0.978
C 2.469 -1.176 0.889
N 1.806 -0.134 1.417
C 2.501 0.754 2.219
C 3.932 0.738 2.164
H 6.381 -0.900 0.832
H 6.470 0.423 1.856
H 4.294 -2.218 0.551
H 1.857 -1.903 0.364
H 1.976 1.632 2.543
H 4.467 1.520 2.689
C -2.783 0.300 -3.720
C -1.820 0.457 -4.893
C -1.715 1.915 -5.331
C -0.441 -0.144 -4.591
N 0.124 0.321 -3.334
C 0.025 -0.234 -2.130
N 0.551 0.603 -1.266
N 0.980 1.674 -1.960
N 0.729 1.517 -3.207
H -3.775 0.660 -3.993
H -2.465 0.890 -2.858
H -2.893 -0.733 -3.383
H -2.199 -0.132 -5.738
H -1.370 2.541 -4.506
H -2.692 2.284 -5.646
H -1.014 2.042 -6.161
H 0.275 0.098 -5.377
H -0.516 -1.228 -4.505
H -0.454 -1.172 -1.849
```

Output
Molar mass in g/mol: 589.811
E in Eh: -3930.51755
Charge: -2



(3)
C17H24O5 | the ωB97M-V functional and the def2-TZVPD basis

Structure (XYZ):
```
46
C17H24O5 (the ωB97M-V functional and the def2-TZVPD basis)
C -0.975 -3.093 0.369
C 0.143 -2.068 0.493
H 0.810 -2.302 1.323
H 0.714 -2.007 -0.438
O -0.383 -0.774 0.798
C -0.802 -0.027 -0.217
O -0.732 -0.333 -1.377
C -1.431 1.258 0.313
C -2.856 0.852 0.679
O -3.215 0.601 1.797
O -3.629 0.778 -0.400
C -4.965 0.302 -0.214
C -5.003 -1.219 -0.181
H -4.456 -1.585 0.684
H -6.032 -1.558 -0.116
H -4.550 -1.623 -1.084
H -5.525 0.694 -1.065
H -5.362 0.714 0.719
C -1.389 2.397 -0.707
C 0.041 2.704 -1.176
O 0.920 2.885 -0.086
C 1.680 1.834 0.356
C 1.962 1.814 1.721
C 2.749 0.812 2.251
C 3.264 -0.179 1.435
C 3.009 -0.161 0.071
C 2.222 0.850 -0.462
H 2.044 0.854 -1.528
C 3.622 -1.192 -0.835
C 5.015 -0.745 -1.285
H 5.461 -1.488 -1.941
H 5.663 -0.606 -0.423
H 4.953 0.200 -1.820
H 2.992 -1.338 -1.715
H 3.704 -2.146 -0.309
H 3.871 -0.967 1.856
H 2.954 0.800 3.312
H 1.552 2.594 2.344
H 0.043 3.648 -1.731
H 0.377 1.908 -1.843
H -1.819 3.287 -0.243
H -1.984 2.127 -1.579
H -0.921 1.528 1.241
H -1.612 -2.848 -0.477
H -0.550 -4.081 0.215
H -1.576 -3.101 1.275
```

Output
Molar mass in g/mol: 308.374
Energy above the lowest of the compared OMol25 structures with the same formula, charge and spin in kJ/mol: 22.3
Charge: 0



(4)
C17H25Br3O8 | the ωB97M-V functional and the def2-TZVPD basis

Structure (XYZ):
```
53
C17H25Br3O8 (the ωB97M-V functional and the def2-TZVPD basis)
O 4.353 2.823 19.595
C 4.277 3.746 18.736
O 3.221 4.501 18.595
C 3.195 5.252 17.384
C 4.594 5.216 16.880
C 5.240 4.110 17.638
H 2.801 6.260 17.516
H 2.538 4.635 16.772
H 5.083 6.189 16.921
H 4.516 4.900 15.839
H 6.088 4.660 18.047
H 5.648 3.240 17.125
O 15.390 9.661 7.246
C 15.066 8.799 8.020
O 15.920 8.209 8.826
C 15.479 6.913 9.349
C 14.087 6.983 8.809
C 13.742 8.317 8.218
H 15.488 6.937 10.439
H 16.097 6.173 8.840
H 13.406 6.896 9.655
H 13.851 6.156 8.139
H 13.224 8.970 8.920
H 13.208 8.178 7.278
O 5.378 9.269 7.608
C 4.764 10.322 7.586
O 5.058 11.537 8.136
C 4.034 12.524 7.926
C 2.793 11.777 7.508
C 3.458 10.535 6.897
H 4.318 13.233 7.148
H 4.052 12.998 8.908
H 2.229 12.410 6.824
H 2.088 11.658 8.332
H 3.566 10.664 5.820
H 2.841 9.681 7.177
O 9.833 4.867 15.792
C 10.451 5.863 15.549
O 10.691 6.742 16.451
C 11.688 7.702 15.977
C 12.263 7.007 14.818
C 11.087 6.225 14.250
H 12.420 7.953 16.745
H 11.316 8.692 15.713
H 13.138 6.393 15.032
H 12.513 7.708 14.022
H 11.535 5.333 13.810
H 10.537 6.781 13.492
C 7.200 6.366 11.131
Br 6.961 7.936 12.381
Br 6.961 4.565 12.052
Br 8.853 6.431 9.970
H 6.309 6.504 10.519
```

Output
Molar mass in g/mol: 597.091
Energy above the lowest of the compared OMol25 structures with the same formula, charge and spin in kJ/mol: 8.1
Charge: 0



(5)
C17H25BrCl2N6O15 | the ωB97M-V functional and the def2-TZVPD basis

Structure (XYZ):
```
66
C17H25BrCl2N6O15 (the ωB97M-V functional and the def2-TZVPD basis)
C -2.121 0.368 -0.684
C -1.355 0.604 0.779
Cl 0.518 0.417 0.770
C -2.062 0.942 2.045
Cl -3.906 1.140 2.021
C -1.114 1.086 3.415
C -0.488 -0.123 4.082
C -0.704 -1.678 3.541
C -2.299 -2.129 3.487
O -2.816 -2.985 2.591
Br -3.508 -1.245 4.872
C 0.469 0.109 5.414
O 0.890 -0.878 6.216
C 0.982 1.637 5.810
C 0.338 2.831 5.195
C -0.852 2.587 4.084
O -1.611 3.619 3.668
H -3.053 1.062 -0.830
H -2.424 -0.778 -0.807
H -1.331 0.607 -1.538
H -0.133 -1.879 2.522
H -0.171 -2.365 4.351
H 1.866 1.764 6.591
H 0.644 3.938 5.456
C 4.807 -1.568 0.024
N 3.816 -0.755 0.780
O 2.863 -1.356 1.290
O 4.023 0.462 0.840
H 4.501 -2.616 0.054
H 4.820 -1.199 -1.004
H 5.777 -1.436 0.506
C 4.966 -1.457 4.265
N 6.146 -1.691 3.390
O 6.354 -0.870 2.489
O 6.830 -2.692 3.632
H 4.459 -0.546 3.939
H 4.306 -2.321 4.167
H 5.331 -1.349 5.289
C 1.367 2.052 -4.485
N 0.386 1.657 -3.438
O 0.771 1.679 -2.264
O -0.744 1.337 -3.826
H 2.313 2.308 -4.003
H 1.493 1.201 -5.156
H 0.956 2.916 -5.012
C -7.539 -0.540 0.446
N -7.388 0.407 -0.692
O -6.346 0.333 -1.354
O -8.319 1.196 -0.888
H -6.651 -1.171 0.501
H -7.647 0.054 1.356
H -8.430 -1.142 0.258
C 0.938 2.814 -9.136
N 0.694 2.991 -7.679
O 1.680 3.196 -6.961
O -0.480 2.918 -7.297
H 2.010 2.902 -9.328
H 0.577 1.822 -9.413
H 0.387 3.598 -9.660
C -0.749 -3.529 -1.598
N -0.598 -2.583 -2.736
O 0.444 -2.656 -3.398
O -1.529 -1.793 -2.933
H 0.140 -4.161 -1.543
H -0.857 -2.935 -0.688
H -1.640 -4.132 -1.787
```

Output
Molar mass in g/mol: 704.224
E in Eh: -5613.37468
Charge: 0



(6)
C17H25ClN2O2 | the ωB97M-V functional and the def2-TZVPD basis

Structure (XYZ):
```
47
C17H25ClN2O2 (the ωB97M-V functional and the def2-TZVPD basis)
C 4.803 1.402 1.229
C 4.011 0.281 0.567
C 2.994 0.834 -0.429
H 3.528 1.456 -1.149
C 2.213 -0.237 -1.210
N 0.912 -0.567 -0.654
C -0.080 0.326 -0.934
O 0.106 1.323 -1.605
N -1.320 0.055 -0.363
C -2.294 1.088 -0.530
C -2.724 1.786 0.591
C -3.665 2.792 0.471
C -4.167 3.104 -0.781
C -3.734 2.428 -1.910
C -2.796 1.420 -1.780
H -2.444 0.904 -2.659
H -4.125 2.690 -2.880
Cl -5.345 4.359 -0.937
H -4.002 3.334 1.341
H -2.318 1.544 1.561
C -1.836 -1.303 -0.231
O -2.609 -1.640 -1.367
H -2.079 -1.521 -2.164
C -2.802 -1.405 0.951
H -3.629 -0.717 0.809
H -3.199 -2.415 0.982
H -2.295 -1.182 1.884
C -0.658 -2.284 -0.084
H -0.923 -3.058 0.634
H -0.502 -2.771 -1.050
C 0.664 -1.618 0.327
C 0.573 -1.022 1.739
H -0.144 -0.207 1.762
H 1.540 -0.630 2.043
H 0.270 -1.785 2.452
C 1.748 -2.697 0.308
H 1.855 -3.127 -0.686
H 2.706 -2.305 0.631
H 1.461 -3.493 0.991
H 2.806 -1.144 -1.312
H 2.009 0.156 -2.209
H 2.279 1.479 0.084
H 4.701 -0.387 0.043
H 3.509 -0.300 1.342
H 5.342 1.980 0.482
H 5.524 0.998 1.936
H 4.136 2.075 1.763
```

Output
Molar mass in g/mol: 324.852
Energy above the lowest of the compared OMol25 structures with the same formula, charge and spin in kJ/mol: 1.2
Charge: 0